DFT (wB97M-V/def2-TZVPD) results for C30H22GeN2O6SV as an isolated structure.

Results
frontier orbital gap (alpha / beta)	0.2759 / 0.2724	Ha
DFT total energy	-5136.35464	a.u.
HOMO (alpha / beta)	-11.4892 / -11.7341	eV
2S+1	1
net charge	+1
LUMO energy (alpha / beta)	-3.98 / -4.32	eV

Element x y z (Å)
V -0.9488 0.0303 0.5536
O -2.1209 4.9858 3.8642
C -1.8003 3.8984 3.1538
C -0.8836 2.9405 3.6114
C -0.6391 1.8635 2.7970
N -1.2572 1.7371 1.6334
C -2.1040 2.6472 1.1676
C -2.4129 3.7627 1.9011
C -2.5479 2.2548 -0.2268
O -3.2195 2.9395 -0.9389
O -2.0323 1.0700 -0.5505
C 0.3590 0.7405 2.9693
O 1.0926 0.6402 3.9083
O 0.3460 -0.0565 1.9019
H -1.6588 5.0039 4.7109
H -0.3676 3.0392 4.5583
H -3.0939 4.5160 1.5306
O -2.2298 -0.8461 1.6658
N -2.4425 -2.1698 1.6142
C -3.1498 -2.7233 2.6187
C -3.4145 -4.0630 2.6087
C -2.9438 -4.8366 1.5464
C -2.2196 -4.2421 0.5383
C -1.9605 -2.8727 0.5764
S -1.1067 -2.0250 -0.6741
H -3.4605 -2.0308 3.3860
H -3.9774 -4.4980 3.4206
H -3.1438 -5.8988 1.5160
H -1.8385 -4.8090 -0.2987
C -0.3727 -1.2044 -5.5700
C 0.8508 -1.6659 -5.1048
C 1.2406 -1.3961 -3.8005
C 0.4113 -0.6484 -2.9638
C -0.8256 -0.1987 -3.4314
C -1.2108 -0.4767 -4.7337
Ge 1.0572 -0.2978 -1.1878
C 2.5292 -1.3598 -0.5729
C 2.4401 -2.7474 -0.4738
C 3.5471 -3.4848 -0.0836
C 4.7465 -2.8425 0.2004
C 4.8427 -1.4628 0.0930
C 3.7354 -0.7186 -0.2893
C 1.0750 1.5604 -0.6451
C 0.3964 2.4928 -1.4413
C 0.4513 3.8408 -1.1310
C 1.1894 4.2697 -0.0323
C 1.8915 3.3551 0.7458
C 1.8304 2.0045 0.4456
H -0.6790 -1.4189 -6.5856
H 1.5008 -2.2378 -5.7538
H 2.1952 -1.7618 -3.4396
H -1.5019 0.3399 -2.7787
H -2.1701 -0.1291 -5.0940
H 1.5052 -3.2509 -0.6938
H 3.4750 -4.5611 0.0000
H 5.6085 -3.4211 0.5052
H 5.7782 -0.9636 0.3077
H 3.8228 0.3573 -0.3783
H -0.1777 2.1688 -2.2972
H -0.0811 4.5555 -1.7445
H 1.2257 5.3238 0.2118
H 2.4809 3.6913 1.5889
H 2.3684 1.2907 1.0650

Results of the natural (NBO) charge analysis, in e, for atoms 1 through 2: atom 1 (V): 1.18, atom 2 (O): -0.62



DFT (wB97M-V/def2-TZVPD) results for C30H22HgN4O4 as an isolated structure at a distorted geometry.

Results
frontier orbital gap (alpha / beta)	0.2478 / 0.3005	Ha
relative energy (zero: lowest compared OMol25 entry of this formula, charge and spin)	0.0	kcal/mol
DFT total energy	-1829.95667	a.u.
HOMO (alpha / beta)	-4.0291 / -5.9721	eV
2S+1	2
net charge	-1
LUMO energy (alpha / beta)	2.71 / 2.20	eV
expectation value of S²	0.75

Element x y z (Å)
Hg -3.0852 -0.5360 -1.3978
O -4.7848 -1.1158 0.9761
C -3.7596 -0.6409 1.5031
N -3.4190 -0.6996 2.8422
C -2.0803 -0.1515 3.1118
C -1.6948 0.2492 1.6102
O -0.6603 0.8072 1.2321
N -2.7553 0.0343 0.8176
C -1.0970 -1.0942 3.8061
C 0.0959 -1.5536 3.1974
C 0.9111 -2.4735 3.8737
C 0.4865 -2.9559 5.1034
C -0.7046 -2.4964 5.7003
C -1.4825 -1.5578 5.0694
C -2.1417 1.1209 3.9327
C -1.1130 2.1059 3.8042
C -1.0804 3.1740 4.7213
C -2.1566 3.4435 5.5590
C -3.1713 2.5091 5.6461
C -3.1783 1.3756 4.8368
H -3.8939 -1.3600 3.4792
H 0.3427 -1.1536 2.2133
H 1.8230 -2.8064 3.3729
H 1.0469 -3.7141 5.6585
H -1.0488 -2.9629 6.6178
H -2.3702 -1.1367 5.5468
H -0.3738 1.9567 3.0415
H -0.2121 3.8737 4.6929
H -2.2225 4.3540 6.1405
H -4.0352 2.6438 6.3222
H -3.9783 0.6694 4.9835
O 0.0262 -1.5747 -0.1166
C 0.1217 -1.1056 -1.2414
N 1.2698 -0.8236 -1.9559
C 1.0134 -0.2487 -3.2379
C -0.5261 -0.1895 -3.2233
O -1.2245 0.2739 -4.1185
N -0.9478 -0.7648 -2.1041
C 1.5795 -1.0713 -4.4205
C 0.7947 -1.1472 -5.6070
C 1.1921 -2.0054 -6.6401
C 2.3299 -2.8006 -6.5533
C 3.1357 -2.6651 -5.4147
C 2.7738 -1.8144 -4.3872
C 1.7372 1.1106 -3.3076
C 1.0677 2.2529 -3.7982
C 1.7555 3.4626 -3.9472
C 3.0804 3.5886 -3.5474
C 3.7398 2.4741 -3.0345
C 3.0995 1.2264 -2.9415
H 2.1769 -0.8113 -1.4999
H -0.0777 -0.5051 -5.7556
H 0.5267 -2.0917 -7.5161
H 2.5244 -3.5224 -7.3442
H 3.9805 -3.3287 -5.2404
H 3.4116 -1.8129 -3.5087
H 0.0059 2.1725 -4.0756
H 1.1988 4.3138 -4.3890
H 3.5909 4.5543 -3.6895
H 4.7700 2.5679 -2.7904
H 3.6666 0.3773 -2.6088

Results of the natural (NBO) charge analysis, in e, for atoms 1 through 2: atom 1 (Hg): 0.81, atom 2 (O): -0.68



DFT (wB97M-V/def2-TZVPD) results for C30H22N3O4PS2Ti as an isolated structure.

Results
frontier orbital gap (alpha / beta)	0.1931 / 0.2464	Ha
relative energy (zero: lowest compared OMol25 entry of this formula, charge and spin)	39.9	kcal/mol
DFT total energy	-3608.94010	a.u.
HOMO (alpha / beta)	-5.4037 / -8.6729	eV
2S+1	3
LUMO energy (alpha / beta)	-0.15 / -1.97	eV
expectation value of S²	2.03

Element x y z (Å)
Ti -0.6893 -1.6875 -1.2685
O 0.2670 -3.4822 -1.3110
C 1.3617 -2.9398 -0.9017
O 1.3851 -1.6985 -0.7416
C 2.5347 -3.8164 -0.6133
C 2.3865 -5.1940 -0.6896
C 3.4852 -5.9833 -0.3908
C 4.6701 -5.3628 -0.0385
C 4.7111 -3.9730 0.0011
N 3.6673 -3.2050 -0.2773
H 1.4317 -5.6152 -0.9683
H 3.4148 -7.0623 -0.4308
H 5.5539 -5.9367 0.2045
H 5.6254 -3.4574 0.2720
C -0.2699 2.6080 -1.6474
C -0.0968 1.3134 -1.2245
N -0.5525 0.2562 -1.9306
C -1.1541 0.4999 -3.1424
C -1.3927 1.8068 -3.6203
C -0.9491 2.8661 -2.8513
C -2.0668 1.9257 -4.8934
C -2.4287 0.8398 -5.6048
C -2.1593 -0.4998 -5.1337
C -2.4749 -1.6594 -5.8145
C -2.1551 -2.9009 -5.2407
C -1.5456 -2.9478 -4.0092
N -1.2155 -1.8417 -3.3168
C -1.5175 -0.6256 -3.8811
H 0.1076 3.4132 -1.0334
H 0.4211 1.0827 -0.3022
H -1.1121 3.8838 -3.1839
H -2.2722 2.9197 -5.2719
H -2.9293 0.9527 -6.5589
H -2.9660 -1.6090 -6.7783
H -2.3892 -3.8253 -5.7485
H -1.3036 -3.8903 -3.5344
O -1.5778 -1.5724 0.3048
O -2.4169 -1.9603 -0.8071
S 2.3675 1.1363 1.7505
P 0.7421 1.0968 2.8792
S 0.3863 -0.8469 2.7134
C -0.6290 2.0901 2.2403
C -1.7777 1.4783 1.7474
C -2.8113 2.2582 1.2465
C -2.6964 3.6401 1.2327
C -1.5462 4.2518 1.7179
C -0.5142 3.4789 2.2233
C 0.9950 1.6958 4.5615
C 2.2794 1.8546 5.0692
C 2.4559 2.2818 6.3774
C 1.3533 2.5447 7.1770
C 0.0693 2.3828 6.6723
C -0.1115 1.9618 5.3654
H -1.8501 0.3971 1.7285
H -3.7001 1.7801 0.8562
H -3.5027 4.2456 0.8384
H -1.4576 5.3305 1.7045
H 0.3830 3.9525 2.6070
H 3.1320 1.6445 4.4362
H 3.4554 2.4098 6.7718
H 1.4933 2.8790 8.1970
H -0.7906 2.5890 7.2958
H -1.1134 1.8452 4.9688

Results of the natural (NBO) charge analysis, in e, for atoms 1 through 2: atom 1 (Ti): 1.62, atom 2 (O): -0.69



DFT (wB97M-V/def2-TZVPD) results for C30H22N6NiOS as an isolated structure at a distorted geometry.

Results
frontier orbital gap (alpha / beta)	0.2601 / 0.2603	Ha
relative energy (zero: lowest compared OMol25 entry of this formula, charge and spin)	3.5	kcal/mol
DFT total energy	-3466.19754	a.u.
HOMO (alpha / beta)	-14.2332 / -14.2333	eV
2S+1	1
net charge	+2
LUMO energy (alpha / beta)	-7.16 / -7.15	eV

Element x y z (Å)
Ni 0.5349 0.2669 -0.5619
C 1.7044 -3.7065 -1.1659
C 1.0877 -2.4721 -1.3630
N 1.2678 -1.4989 -0.4812
C 2.0578 -1.7227 0.5930
C 2.6388 -2.9658 0.7690
N 2.4594 -3.9501 -0.1067
C 2.2221 -0.5337 1.4572
C 2.9015 -0.4254 2.6524
C 2.9168 0.8103 3.3145
C 2.2398 1.8954 2.7455
C 1.5838 1.7181 1.5440
N 1.5985 0.5301 0.9388
C 0.8316 2.7101 0.7420
C 0.7446 4.0670 1.0034
N 0.1190 4.8994 0.1769
C -0.4127 4.3893 -0.9235
C -0.3547 3.0260 -1.2038
N 0.2487 2.1944 -0.3650
C 3.6335 0.9632 4.5961
C 3.1000 1.7352 5.6225
C 3.8128 1.8375 6.8089
N 4.9865 1.2496 7.0085
C 5.4953 0.5209 6.0218
C 4.8587 0.3376 4.8024
H 1.5750 -4.5051 -1.8851
H 0.4466 -2.2619 -2.2085
H 3.2626 -3.1782 1.6283
H 3.3961 -1.2805 3.0910
H 2.2538 2.8565 3.2394
H 1.1928 4.4998 1.8889
H -0.9009 5.0718 -1.6070
H -0.7945 2.6047 -2.0962
H 2.1376 2.2214 5.5283
H 3.4181 2.4170 7.6350
H 6.4588 0.0621 6.2092
H 5.3343 -0.2513 4.0288
O -0.8966 -0.2383 -1.6906
S -2.2512 0.2886 -2.1151
C -2.3796 -0.1359 -3.8242
C -2.2725 -1.4580 -4.2459
C -2.3572 -1.7303 -5.5980
C -2.5598 -0.6942 -6.5074
C -2.6778 0.6162 -6.0728
C -2.5858 0.9044 -4.7176
C -3.4125 -0.7958 -1.3244
C -3.0131 -2.0244 -0.8197
C -3.9678 -2.8407 -0.2335
C -5.2919 -2.4258 -0.1633
C -5.6712 -1.1897 -0.6684
C -4.7269 -0.3586 -1.2507
H -2.1452 -2.2608 -3.5306
H -2.2817 -2.7509 -5.9474
H -2.6348 -0.9173 -7.5631
H -2.8439 1.4130 -6.7843
H -2.6841 1.9236 -4.3639
H -1.9764 -2.3287 -0.8744
H -3.6797 -3.8027 0.1680
H -6.0323 -3.0683 0.2934
H -6.7014 -0.8683 -0.6030
H -5.0137 0.6105 -1.6410

Results of the natural (NBO) charge analysis, in e, for atoms 1 through 2: atom 1 (Ni): 1.15, atom 2 (C): 0.03



DFT (wB97M-V/def2-TZVPD) results for C30H23N5ORhS4 as an isolated structure at a distorted geometry.

Results
frontier orbital gap (alpha / beta)	0.1660 / 0.1765	Ha
DFT total energy	-3209.34068	a.u.
HOMO (alpha / beta)	-2.3351 / -4.8523	eV
2S+1	5
net charge	-1
LUMO energy (alpha / beta)	2.18 / -0.05	eV
expectation value of S²	6.05

Element x y z (Å)
Rh -0.1617 0.7117 0.4633
C -1.7071 1.1749 -3.4729
C -1.5810 0.6386 -2.0760
N -0.3630 0.6772 -1.4892
N 0.6816 0.9758 -2.2488
C 1.8726 0.9455 -1.7401
S 2.2583 0.4479 -0.1138
S 3.2068 1.6286 -2.6589
C 3.4102 0.5229 -4.1423
C 2.3083 0.6637 -5.1250
C 2.2499 1.7656 -5.9712
C 1.2173 1.8984 -6.8807
C 0.2279 0.9314 -6.9558
C 0.2758 -0.1660 -6.1126
C 1.3072 -0.2960 -5.2002
C -2.7073 0.0707 -1.4265
C -3.9972 0.2175 -1.9856
C -5.1151 -0.3354 -1.4139
C -5.0071 -1.0931 -0.2481
C -3.7746 -1.2693 0.3363
C -2.6021 -0.6909 -0.1964
O -1.4908 -0.8785 0.4322
H -0.7131 1.3883 -3.8600
H -2.2930 2.0972 -3.4911
H -2.1954 0.4424 -4.1158
H 3.4976 -0.4916 -3.7591
H 4.3663 0.8560 -4.5471
H 3.0171 2.5240 -5.9103
H 1.1777 2.7641 -7.5259
H -0.5758 1.0372 -7.6686
H -0.5000 -0.9169 -6.1577
H 1.3399 -1.1485 -4.5366
H -4.1137 0.8159 -2.8746
H -6.0818 -0.1786 -1.8704
H -5.8914 -1.5240 0.2028
H -3.6636 -1.8485 1.2424
S -2.5149 2.1455 0.9485
C -2.1768 3.2119 -0.3490
C -3.2228 3.7118 -1.1235
C -2.9965 4.5979 -2.1640
C -4.0745 5.0735 -2.9273
N -4.9732 5.4411 -3.5431
C -1.6695 5.0303 -2.4471
C -0.6232 4.5375 -1.6824
C -0.8455 3.6405 -0.6413
S 0.5128 3.0991 0.2644
C -1.4160 5.9610 -3.4671
N -1.1957 6.7426 -4.2829
H -4.2284 3.3812 -0.9033
H 0.3905 4.8446 -1.8930
C 1.2221 0.3288 6.5993
C 0.7749 0.4243 5.1772
C 0.2132 1.5845 4.6533
C -0.1191 1.6462 3.3161
N 0.0726 0.6240 2.4759
C 0.5905 -0.5049 2.9749
C 0.9529 -0.6420 4.2950
H 0.9111 1.2023 7.1668
H 2.3107 0.2647 6.6369
H 0.8202 -0.5652 7.0716
H 0.0370 2.4426 5.2830
H -0.5490 2.5466 2.8975
H 0.7218 -1.3203 2.2727
H 1.3717 -1.5718 4.6471

Results of the Mulliken charge analysis, in e, for atoms 1 through 2: atom 1 (Rh): -0.25, atom 2 (C): -1.41



DFT (wB97M-V/def2-TZVPD) results for C30H24MnN2OPS2Se as an isolated structure at a distorted geometry.

Results
frontier orbital gap (alpha / beta)	0.2251 / 0.2384	Ha
DFT total energy	-6032.52653	a.u.
HOMO (alpha / beta)	-7.1098 / -7.5897	eV
2S+1	5
LUMO energy (alpha / beta)	-0.98 / -1.10	eV
expectation value of S²	6.15

Element x y z (Å)
Mn 0.3183 0.0312 -0.1545
O -1.5593 -0.4835 -2.2413
N -1.2126 0.5062 -1.3326
C -1.9850 1.5014 -1.4804
C -2.0708 2.7450 -0.6945
C -3.1063 3.5895 -1.1044
C -3.3760 4.7707 -0.4408
C -2.6072 5.1265 0.6580
C -1.5733 4.2994 1.0673
C -1.2803 3.1116 0.3991
P 0.0888 2.0562 1.0322
C 1.5088 3.2047 1.0117
C 1.5205 4.3007 0.1461
C 2.6353 5.1242 0.0642
C 3.7565 4.8554 0.8352
C 3.7608 3.7580 1.6861
C 2.6492 2.9317 1.7709
C -0.4215 1.8850 2.7751
C -1.5219 1.0676 3.0368
C -1.9808 0.9080 4.3356
C -1.3451 1.5629 5.3832
C -0.2635 2.3911 5.1244
C 0.1956 2.5580 3.8240
H -0.8011 -1.0961 -2.2317
H -2.7117 1.3946 -2.2791
H -3.7125 3.3004 -1.9561
H -4.1875 5.4063 -0.7729
H -2.8152 6.0435 1.1975
H -0.9764 4.5769 1.9289
H 0.6614 4.5146 -0.4753
H 2.6280 5.9696 -0.6142
H 4.6292 5.4945 0.7669
H 4.6375 3.5368 2.2827
H 2.6720 2.0640 2.4141
H -2.0090 0.5396 2.2265
H -2.8304 0.2642 4.5290
H -1.6942 1.4277 6.4002
H 0.2308 2.9100 5.9369
H 1.0292 3.2224 3.6381
S 1.9045 -0.4478 1.4173
C 0.9831 -1.2528 2.6891
C 1.5164 -1.3601 3.9727
C 0.8424 -2.0698 4.9554
C -0.3713 -2.6777 4.6584
C -0.9107 -2.5640 3.3863
C -0.2448 -1.8466 2.3929
S -0.9676 -1.6653 0.7968
H 2.4653 -0.8831 4.1916
H 1.2656 -2.1507 5.9493
H -0.8975 -3.2407 5.4198
H -1.8637 -3.0252 3.1470
Se 1.7471 -0.5781 -2.0354
C 2.4837 0.9792 -2.8536
C 2.9040 2.0875 -2.1230
C 3.4787 3.1567 -2.7955
N 3.6622 3.1998 -4.1177
C 3.2620 2.1268 -4.8033
C 2.6776 1.0075 -4.2286
H 2.8069 2.1071 -1.0471
H 3.8178 4.0239 -2.2394
H 3.4160 2.1650 -5.8772
H 2.3743 0.1700 -4.8442

Results of the natural (NBO) charge analysis, in e, for atoms 1 through 2: atom 1 (Mn): 0.77, atom 2 (O): -0.52